The following is a quantum chemistry calculation of a 2-piece molecular cluster, C2HNO2S overall, from the OMol25 dataset.

```
! wB97M-V def2-TZVPD RIJCOSX def2/J DEFGRID3
* xyz 0 1
C -2.891 -0.040 -0.181
C -0.661 2.459 0.825
N -0.098 1.669 0.216
O -3.241 1.034 -0.550
O 0.437 0.700 -0.535
S -2.473 -1.502 0.247
H 0.052 0.920 -1.362
*
```

Output
* frontier orbital gap: 11.14 eV
* HOMO level: -10.90 eV



The following is a quantum chemistry calculation of one molecule with the formula C6H11NS, from the OMol25 dataset.

```
! wB97M-V def2-TZVPD RIJCOSX def2/J DEFGRID3
* xyz 0 1
N -2.467 -0.072 -0.240
C -1.154 -0.110 0.288
C -0.503 -1.513 0.431
C 0.540 -1.131 -0.683
S 2.282 -0.955 -0.242
C 2.029 0.676 0.608
C 1.002 1.329 -0.291
C -0.092 0.336 -0.671
H -3.162 -0.522 0.400
H -2.808 0.941 -0.474
H -0.936 0.391 1.248
H -0.009 -1.561 1.396
H -1.216 -2.357 0.310
H 0.370 -1.730 -1.547
H 1.625 0.460 1.578
H 2.930 1.327 0.628
H 0.600 2.240 0.128
H 1.471 1.696 -1.219
H -0.504 0.555 -1.647
*
```

Output
* frontier orbital gap: 9.41 eV
* SMILES string: N[C@H]1C[C@@H]2SCC[C@@H]21
* HOMO level: -8.43 eV



The following is a quantum chemistry calculation of one molecule with the formula C22H21NO2, from the OMol25 dataset.

```
! wB97M-V def2-TZVPD RIJCOSX def2/J DEFGRID3
* xyz 0 1
C -5.389 -0.940 2.989
C -3.994 -0.400 2.867
C -3.721 0.944 3.130
C -2.458 1.469 2.891
C -1.448 0.650 2.370
C -0.153 1.309 1.901
C 1.146 0.751 2.440
C 2.307 1.538 2.282
C 3.564 0.988 2.445
C 3.700 -0.343 2.841
C 5.064 -0.960 2.924
C 2.558 -1.059 3.210
C 1.288 -0.501 3.058
C -0.170 1.324 0.358
C 1.003 1.946 -0.383
C 1.060 3.322 -0.590
C 2.229 3.919 -1.090
C 3.340 3.128 -1.389
C 3.235 1.736 -1.320
C 2.054 1.146 -0.852
N -1.511 2.007 -0.105
O -2.385 1.265 -0.597
O -1.642 3.230 0.092
C -1.680 -0.716 2.207
C -2.946 -1.238 2.483
H -5.386 -2.034 3.062
H -5.906 -0.540 3.871
H -5.997 -0.670 2.112
H -4.515 1.589 3.504
H -2.234 2.520 3.083
H -0.168 2.357 2.226
H 2.205 2.584 1.977
H 4.458 1.583 2.223
H 5.003 -2.052 2.902
H 5.699 -0.624 2.094
H 5.572 -0.672 3.854
H 2.667 -2.068 3.610
H 0.410 -1.044 3.410
H -0.277 0.295 -0.007
H 0.201 3.936 -0.348
H 2.244 4.998 -1.239
H 4.258 3.590 -1.770
H 4.071 1.102 -1.634
H 1.964 0.059 -0.797
H -0.876 -1.366 1.856
H -3.123 -2.305 2.369
*
```

Output
* frontier orbital gap: 9.06 eV
* SMILES string: Cc1ccc(C(c2ccc(C)cc2)[C@H](c2ccccc2)[N+](=O)[O-])cc1
* HOMO level: -8.87 eV



The following is a quantum chemistry calculation of a 8-piece molecular cluster, C27H48FN4O22PS overall, from the OMol25 dataset.

```
! wB97M-V def2-TZVPD RIJCOSX def2/J DEFGRID3
* xyz 0 1
N 4.712 1.888 0.670
C 4.973 0.413 0.997
C 3.766 -0.679 1.342
P 1.940 -0.112 1.394
N 0.847 -1.215 0.518
O 1.482 -0.305 3.099
C 4.098 -2.254 1.681
C 5.677 -2.734 1.685
N 6.274 -4.089 1.997
S 8.022 -3.844 1.820
N 8.319 -2.163 1.392
C 6.885 -1.629 1.349
C 6.557 -0.056 0.999
F 7.631 0.949 0.728
H 5.105 2.445 1.488
H 3.683 2.104 0.691
H 1.119 -1.357 -0.481
H 0.681 -2.117 1.022
H 2.192 -0.929 3.485
H 3.236 -3.010 1.939
C 9.375 -1.318 4.022
O 8.739 -1.224 5.295
C 9.187 -2.119 6.211
O 10.055 -2.959 6.028
O 8.503 -1.919 7.365
C 8.872 -2.797 8.426
H 8.940 -0.557 3.369
H 10.449 -1.123 4.111
H 9.196 -2.300 3.572
H 9.925 -2.660 8.692
H 8.672 -3.838 8.153
H 8.262 -2.547 9.299
C -2.032 0.168 1.186
O -3.224 -0.121 1.913
C -3.716 -1.369 1.707
O -3.230 -2.219 0.977
O -4.840 -1.507 2.453
C -5.470 -2.782 2.335
H -1.729 1.190 1.427
H -1.225 -0.510 1.483
H -2.213 0.107 0.108
H -4.801 -3.577 2.678
H -5.789 -2.960 1.303
H -6.358 -2.780 2.973
C -4.325 -1.152 -5.933
O -4.730 -0.450 -4.759
C -4.756 -1.211 -3.636
O -4.471 -2.396 -3.565
O -5.155 -0.424 -2.605
C -5.229 -1.096 -1.349
H -4.340 -0.448 -6.770
H -3.304 -1.533 -5.823
H -5.022 -1.966 -6.156
H -4.245 -1.475 -1.055
H -5.962 -1.908 -1.388
H -5.558 -0.373 -0.597
C -7.660 -0.194 -8.589
O -7.532 -0.076 -10.005
C -6.251 -0.003 -10.446
O -5.250 -0.029 -9.748
O -6.277 0.105 -11.798
C -4.990 0.192 -12.405
H -8.725 -0.245 -8.349
H -7.182 -1.113 -8.233
H -7.236 0.683 -8.089
H -4.405 -0.711 -12.202
H -4.459 1.084 -12.058
H -5.130 0.275 -13.486
C -6.318 6.696 -10.126
O -6.278 5.270 -10.113
C -7.432 4.675 -10.508
O -8.452 5.250 -10.858
O -7.255 3.331 -10.448
C -8.397 2.571 -10.839
H -5.344 7.064 -9.792
H -6.497 7.067 -11.140
H -7.082 7.067 -9.436
H -8.659 2.778 -11.882
H -9.244 2.778 -10.177
H -8.143 1.511 -10.752
C 1.575 6.432 2.265
O 0.933 5.659 3.278
C 1.362 4.374 3.356
O 2.217 3.860 2.652
O 0.675 3.760 4.352
C 1.024 2.392 4.549
H 1.155 7.441 2.294
H 2.651 6.501 2.456
H 1.382 6.007 1.275
H 2.078 2.299 4.830
H 0.809 1.805 3.650
H 0.414 2.002 5.368
C 4.550 -2.014 8.801
O 3.914 -1.919 10.074
C 4.362 -2.815 10.990
O 5.230 -3.655 10.807
O 3.678 -2.614 12.144
C 4.047 -3.493 13.205
H 4.115 -1.252 8.148
H 5.624 -1.818 8.890
H 4.371 -2.996 8.351
H 5.100 -3.356 13.471
H 3.847 -4.534 12.932
H 3.437 -3.243 14.078
*
```

Output
* frontier orbital gap: 6.56 eV
* SMILES string: Nc1c(P(N)O)cc2nsnc2c1F.COC(=O)OC.COC(=O)OC.COC(=O)OC.COC(=O)OC.COC(=O)OC.COC(=O)OC.COC(=O)OC
* HOMO level: -8.68 eV